This record from the Open Molecules 2025 dataset describes a molecular structure, C10H13N2O6Sc at a distorted geometry. The level of theory is ωB97M-V with the def2-TZVPD basis set.

```
32
Properties=species:S:1:pos:R:3:forces:R:3
O -0.2668 -0.0018 -5.5656 0.013 -0.084 1.854
C -0.9709 -0.0484 -4.6062 -1.074 -0.013 -2.412
Sc -0.3855 -0.0540 -1.9320 0.550 0.171 2.282
O 2.4186 -0.0432 -3.8964 -4.770 -0.013 3.256
C 1.4692 -0.0474 -3.2215 5.571 -0.033 -3.669
C -2.6248 -0.1161 -2.4233 -4.865 -0.142 -1.241
O -3.7089 -0.1654 -2.8159 4.168 0.200 1.461
C -0.7712 -2.1077 -2.7220 -1.539 -5.510 -2.172
O -1.1158 -3.1340 -3.1412 1.562 4.460 1.766
C -0.8244 1.9713 -2.7658 -1.429 4.391 -1.791
O -1.1773 2.9799 -3.1956 1.280 -3.508 1.445
H -2.1063 -0.1048 -4.8767 0.938 0.095 0.715
C 2.6416 -0.1427 0.6250 0.095 -0.064 -0.438
N 1.6596 -0.0479 1.6993 -1.483 0.190 -0.449
C 2.1627 -0.0319 3.0675 0.091 0.028 0.601
C 0.3543 0.0266 1.3387 0.945 -0.254 0.287
O 0.1101 -0.0244 0.0618 -0.358 0.038 -1.714
N -0.7080 0.1163 2.1394 0.079 0.083 -0.467
C -0.6764 0.1959 3.5957 0.272 0.015 0.670
C -2.0257 0.1728 1.4845 0.016 -0.006 -0.134
H 3.6372 -0.1635 1.0720 -0.232 0.020 -0.218
H 2.5684 0.7221 -0.0501 0.136 -0.189 0.205
H 2.4938 -1.0642 0.0437 0.138 0.203 0.157
H 1.9285 0.9135 3.5790 0.217 -0.426 -0.199
H 1.7835 -0.8873 3.6429 0.284 0.344 -0.179
H 3.2427 -0.1210 2.9777 -0.120 0.010 0.328
H -0.1187 1.0822 3.9356 -0.346 -0.428 -0.076
H -1.7069 0.2908 3.9276 0.161 0.006 0.116
H -0.2566 -0.7216 4.0347 -0.259 0.449 -0.110
H -2.0615 1.0563 0.8102 -0.228 -0.516 0.450
H -2.1723 -0.7604 0.9011 -0.205 0.546 0.357
H -2.7924 0.2599 2.2757 0.391 -0.066 -0.683
```
Forces are in eV/Å.

Values from the calculation:
- Energy: -1709.89220 Eh
- HOMO-LUMO gap (alpha / beta): 6.103 / 5.045 eV
- Maximum force: 0.1297 Eh/bohr
- Total charge: +2
- Spin multiplicity: 1
- LUMO (alpha / beta): -9.7 / -10.0 eV

Population analysis type Löwdin, resulting atomic charges in e: number 1, O, carries 0.0795; number 2, C, carries -0.1969; number 3, Sc, carries 0.6840; number 4, O, carries 0.2164; number 5, C, carries 0.0280; number 6, C, carries -0.0294; number 7, O, carries 0.2205; number 8, C, carries 0.0039; number 9, O, carries 0.2187; number 10, C, carries -0.0126; number 11, O, carries 0.2223; number 12, H, carries 0.1193; number 13, C, carries -0.0154; number 14, N, carries -0.0924; number 15, C, carries -0.0104; number 16, C, carries -0.3914; number 17, O, carries -0.1650; number 18, N, carries -0.0915; number 19, C, carries -0.0070; number 20, C, carries -0.0056; number 21, H, carries 0.1042; number 22, H, carries 0.0972; number 23, H, carries 0.1005; number 24, H, carries 0.1046; number 25, H, carries 0.1034; number 26, H, carries 0.0970; number 27, H, carries 0.1057; number 28, H, carries 0.0967; number 29, H, carries 0.1055; number 30, H, carries 0.0999; number 31, H, carries 0.0992; number 32, H, carries 0.1109